ORCA calculation (the ωB97M-V functional and the def2-TZVPD basis) on a molecular structure, C20H35BaN3O8S at a distorted geometry.

Properties
Gap between HOMO and LUMO = 8.3 eV
HOMO = -0.294 Ha
Calculated total energy = -1972.99214 Eh
LUMO = 0.25 eV

```
! wB97M-V def2-TZVPD RIJCOSX def2/J DEFGRID3
* xyz 0 1
Ba 0.317 -0.737 0.303
C 0.731 2.020 2.562
C -0.789 1.953 2.330
O -1.170 2.040 0.958
C -0.904 3.307 0.390
C -1.114 3.236 -1.104
O -0.164 2.441 -1.788
C 0.959 3.127 -2.317
C 2.023 3.476 -1.301
O 2.390 2.292 -0.643
C 3.139 2.440 0.543
C 2.788 1.256 1.415
O 1.356 1.222 1.580
H 0.948 1.645 3.567
H 1.116 3.043 2.485
H -1.256 2.753 2.918
H -1.188 1.005 2.686
H 0.115 3.625 0.623
H -1.590 4.055 0.811
H -1.131 4.251 -1.520
H -2.092 2.788 -1.294
H 0.638 4.037 -2.839
H 1.385 2.454 -3.062
H 1.672 4.222 -0.577
H 2.873 3.926 -1.834
H 2.903 3.392 1.036
H 4.215 2.437 0.331
H 3.261 1.295 2.399
H 3.092 0.332 0.896
N -2.239 -1.919 0.230
C -2.604 -2.640 -1.004
C -2.809 -1.701 -2.206
C -1.572 -1.417 -3.071
N -0.540 -0.605 -2.408
H -1.802 -2.572 0.883
H -3.050 -1.535 0.697
H -3.518 -3.220 -0.846
H -1.802 -3.342 -1.245
H -3.241 -0.757 -1.855
H -3.558 -2.155 -2.863
H -1.898 -0.953 -4.006
H -1.116 -2.371 -3.342
H -0.514 0.359 -2.715
H 0.379 -1.017 -2.582
C -1.852 -6.620 6.324
C -1.249 -5.549 5.459
C 0.042 -5.694 4.944
C 0.594 -4.732 4.120
C -0.147 -3.592 3.806
C -1.423 -3.425 4.303
C -1.961 -4.406 5.131
S 0.619 -2.488 2.665
O -0.201 -1.244 2.683
O 1.965 -2.296 3.174
N 0.544 -3.111 1.231
C 1.794 -3.567 0.481
C 1.918 -2.698 -0.831
O 1.383 -3.044 -1.882
O 2.349 -1.494 -0.600
H -1.081 -7.166 6.868
H -2.410 -7.350 5.732
H -2.545 -6.198 7.053
H 0.622 -6.574 5.197
H 1.597 -4.856 3.737
H -1.988 -2.533 4.068
H -2.960 -4.272 5.533
H 1.661 -4.608 0.193
H 2.669 -3.437 1.115
*
```


ORCA calculation (the ωB97M-V functional and the def2-TZVPD basis) on a molecular structure, C20H35Br4ClFNNbO4 at a distorted geometry.

Properties
Gap between HOMO and LUMO = 6.6 eV
HOMO = -0.176 Ha
Calculated total energy = -12051.72477 Eh
LUMO = 1.79 eV

```
! wB97M-V def2-TZVPD RIJCOSX def2/J DEFGRID3
* xyz -1 1
C 1.733 1.910 2.066
C 0.851 1.367 3.177
C 0.194 0.035 2.830
C -1.129 0.183 2.040
C -2.232 0.326 3.117
Nb -1.549 -1.500 0.539
Cl -3.784 -1.923 1.465
C -0.706 -2.937 2.115
O -1.578 -3.162 3.238
O -1.780 -4.563 3.432
C -2.316 0.082 -0.928
C -3.771 0.296 -1.015
O -4.474 -0.015 -1.970
O -4.368 0.922 0.048
C 0.495 -1.116 -0.314
C 0.853 0.093 -0.904
C 2.142 0.181 -1.384
C 3.012 -0.865 -1.240
N 2.725 -2.037 -0.683
C 1.455 -2.109 -0.257
C -1.874 -3.316 -0.804
F -0.694 -4.101 -1.026
C -2.519 -3.089 -2.168
C -4.028 -3.326 -2.108
H 1.176 1.955 1.131
H 2.628 1.313 1.944
H 2.061 2.927 2.275
H 0.135 2.118 3.502
H 1.499 1.198 4.040
H -0.060 -0.448 3.772
H 0.931 -0.593 2.334
H -1.086 1.166 1.559
H -2.337 -0.580 3.699
H -3.185 0.623 2.689
H -1.929 1.135 3.791
H -0.598 -3.890 1.596
H 0.302 -2.683 2.450
H -2.433 -4.798 2.757
H -1.916 1.022 -0.547
H -1.900 -0.012 -1.924
H -3.685 1.355 0.569
H 0.207 0.946 -1.007
H 2.488 1.085 -1.863
H 4.024 -0.745 -1.617
H 1.162 -3.057 0.172
H -2.536 -3.992 -0.259
H -2.268 -2.150 -2.652
H -2.126 -3.874 -2.815
H -4.505 -2.792 -1.295
H -4.508 -3.148 -3.063
H -4.161 -4.388 -1.898
Br -0.152 2.605 -3.340
C -1.149 4.264 -3.072
C -0.946 4.825 -1.689
Br -1.972 3.839 -0.377
H -2.188 4.044 -3.291
H -0.757 4.951 -3.818
H -1.311 5.849 -1.633
H 0.092 4.795 -1.374
Br 5.140 2.118 0.132
C 6.954 1.898 -0.519
C 7.000 1.708 -2.012
Br 6.459 -0.087 -2.545
H 7.383 1.060 0.021
H 7.473 2.813 -0.242
H 8.022 1.813 -2.370
H 6.356 2.399 -2.545
*
```


ORCA calculation (the ωB97M-V functional and the def2-TZVPD basis) on a molecular structure, C20H35ClFeN5O4 at a distorted geometry.

Properties
⟨S²⟩ = 8.7664
Gap between HOMO and LUMO (spin up / spin down) = 5.6 / 2.5 eV
HOMO (spin up / spin down) = -0.551 / -0.551 Ha
Calculated total energy = -3080.54557 Eh
LUMO (spin up / spin down) = -9.43 / -12.46 eV

```
! wB97M-V def2-TZVPD RIJCOSX def2/J DEFGRID3
* xyz 2 6
Fe 2.314 28.007 5.402
Cl 5.789 27.766 4.511
O 4.409 27.377 4.622
O 5.811 29.157 4.836
O 6.476 27.104 5.589
O 6.405 27.401 3.283
C 9.553 25.180 1.676
C 8.812 25.603 0.469
C 8.693 27.127 0.446
C 7.994 27.613 -0.761
N 7.467 28.037 -1.723
H 10.545 25.631 1.691
H 9.819 24.123 1.696
H 9.083 25.462 2.618
H 7.805 25.192 0.403
H 9.350 25.219 -0.398
H 9.648 27.645 0.364
H 8.183 27.562 1.306
C 6.824 28.933 8.462
C 5.877 28.968 9.705
C 4.541 28.234 9.480
C 3.819 28.445 8.239
N 3.245 28.616 7.240
H 6.321 29.397 7.613
H 7.237 27.960 8.195
H 7.739 29.510 8.594
H 5.670 30.020 9.900
H 6.323 28.573 10.617
H 3.861 28.391 10.317
H 4.670 27.154 9.553
C 5.900 32.709 0.639
C 6.637 31.504 1.231
C 5.954 30.154 0.871
C 4.599 30.090 1.429
N 3.527 30.065 1.860
H 6.397 33.649 0.879
H 4.868 32.791 0.981
H 5.891 32.587 -0.444
H 6.836 31.622 2.297
H 7.668 31.406 0.893
H 6.603 29.447 1.388
H 5.998 29.894 -0.187
C 6.057 23.870 3.404
C 5.329 22.535 3.684
C 5.284 22.179 5.219
C 6.580 21.887 5.925
N 7.596 21.705 6.479
H 6.256 24.076 2.353
H 7.049 23.835 3.855
H 5.508 24.691 3.866
H 5.663 21.683 3.091
H 4.306 22.720 3.356
H 4.718 21.253 5.322
H 4.790 22.990 5.754
C 4.339 26.053 0.565
C 4.652 25.764 -0.906
C 3.703 26.375 -1.992
C 3.575 27.830 -2.150
N 3.544 28.993 -2.250
H 4.227 27.112 0.794
H 5.173 25.707 1.175
H 3.436 25.570 0.938
H 4.754 24.708 -1.153
H 5.609 26.218 -1.164
H 2.702 25.993 -1.793
H 3.828 25.983 -3.001
*
```


ORCA calculation (the ωB97M-V functional and the def2-TZVPD basis) on a molecular structure, C20H35F3GaN2O2.

Properties
Gap between HOMO and LUMO = 7.5 eV
HOMO = -0.179 Ha
Calculated total energy = -3267.46936 Eh
LUMO = 2.62 eV

```
! wB97M-V def2-TZVPD RIJCOSX def2/J DEFGRID3
* xyz -1 1
N 3.282 0.099 2.548
C 2.560 0.798 1.493
C 3.210 0.588 0.122
C 2.224 0.788 -1.040
C 1.550 -0.441 -1.648
C 0.416 -1.070 -0.837
Ga 0.952 -2.598 0.430
C 0.502 -4.419 -0.436
C 1.676 -5.373 -0.692
C 2.585 -5.668 0.477
F 3.741 -4.996 0.455
F 2.024 -5.461 1.663
F 2.952 -6.991 0.470
C -0.092 -2.360 2.211
C -1.433 -2.887 2.042
O -1.792 -4.016 2.317
C -2.396 -1.944 1.359
C -2.808 -2.160 0.044
C -3.672 -1.254 -0.575
C -4.143 -0.138 0.128
C -3.744 0.071 1.450
C -2.865 -0.822 2.064
H 2.893 0.251 3.464
H 4.269 0.305 2.534
H 1.535 0.436 1.450
H 2.529 1.878 1.690
H 3.975 1.364 0.019
H 3.723 -0.368 0.077
H 2.810 1.246 -1.843
H 1.489 1.540 -0.743
H 1.139 -0.087 -2.602
H 2.308 -1.185 -1.901
H -0.171 -0.297 -0.333
H -0.271 -1.550 -1.542
H 2.519 -2.550 0.649
H 0.106 -4.159 -1.420
H -0.293 -4.922 0.113
H 1.320 -6.342 -1.041
H 2.290 -4.962 -1.490
H 0.415 -2.823 3.054
H -0.141 -1.279 2.346
H -2.448 -3.023 -0.496
H -3.977 -1.405 -1.600
H -4.812 0.569 -0.341
H -4.105 0.932 1.995
H -2.538 -0.661 3.081
C -1.430 6.016 -1.815
C -0.996 5.456 -0.464
C -0.163 4.169 -0.558
O -0.907 3.006 -0.844
C -1.194 2.790 -2.211
N -2.178 5.292 0.387
H -2.256 5.447 -2.241
H -1.772 7.045 -1.701
H -0.605 6.009 -2.530
H -0.352 6.206 0.007
H 0.289 3.989 0.421
H 0.662 4.282 -1.274
H -0.382 3.142 -2.855
H -2.129 3.275 -2.506
H -1.312 1.716 -2.359
H -1.881 5.031 1.323
H -2.686 4.478 0.051
*
```


ORCA calculation (the ωB97M-V functional and the def2-TZVPD basis) on a molecular structure, C20H35F6N4O11S2Sr at a distorted geometry.

Properties
Energy above the lowest of the compared OMol25 structures with the same formula, charge and spin = 0.000 eV
Gap between HOMO and LUMO = 5.0 eV
HOMO = -0.120 Ha
Calculated total energy = -3256.02752 Eh
LUMO = 1.76 eV

```
! wB97M-V def2-TZVPD RIJCOSX def2/J DEFGRID3
* xyz -1 1
Sr -4.930 -12.960 -15.325
C -6.736 -9.934 -12.719
F -8.006 -10.155 -12.618
F -6.555 -9.596 -13.992
F -6.405 -8.950 -11.863
S -5.598 -11.406 -12.497
O -4.492 -11.107 -13.337
O -5.330 -11.490 -11.080
N -6.245 -12.753 -13.283
S -7.206 -13.436 -12.214
O -6.715 -14.631 -11.420
O -7.900 -12.458 -11.345
C -8.621 -14.141 -13.320
F -8.894 -15.388 -12.954
F -9.624 -13.289 -13.165
F -8.221 -14.214 -14.536
C -2.695 -12.465 -19.435
C -2.830 -13.455 -18.483
C -1.775 -14.529 -18.380
O -1.782 -15.369 -17.410
C -0.624 -14.596 -19.168
C -0.459 -13.583 -20.222
C -1.565 -12.391 -20.244
O -1.374 -11.465 -21.027
O 0.512 -13.517 -20.980
O -3.899 -13.474 -17.753
H -3.431 -11.675 -19.421
H 0.211 -15.267 -19.036
C -1.367 -15.391 -13.350
C -2.741 -15.057 -14.034
C -3.967 -15.931 -13.537
O -4.993 -15.898 -14.498
C -6.004 -16.958 -14.350
N -3.038 -13.705 -13.806
H -1.158 -16.449 -13.508
H -1.294 -15.228 -12.275
H -0.570 -14.812 -13.818
H -2.753 -15.407 -15.066
H -4.524 -15.434 -12.743
H -3.640 -16.946 -13.313
H -5.682 -17.979 -14.147
H -6.679 -17.169 -15.180
H -6.594 -16.753 -13.457
H -2.166 -13.266 -13.548
H -3.443 -13.688 -12.881
C -1.069 -11.572 -16.130
C -2.161 -10.676 -15.557
C -1.923 -9.227 -15.963
O -2.900 -8.225 -15.751
C -2.305 -6.898 -16.171
N -3.477 -11.110 -16.142
H -0.057 -11.405 -15.763
H -1.109 -11.713 -17.210
H -1.326 -12.554 -15.732
H -2.357 -10.752 -14.488
H -1.526 -9.156 -16.976
H -1.080 -8.909 -15.350
H -1.964 -6.878 -17.206
H -1.568 -6.586 -15.431
H -3.007 -6.068 -16.085
H -3.946 -10.216 -16.178
H -3.446 -11.435 -17.098
C -8.768 -11.067 -17.304
C -7.838 -11.985 -16.630
C -7.521 -13.214 -17.459
O -6.602 -14.165 -16.876
C -6.549 -15.386 -17.514
N -6.553 -11.308 -16.404
H -8.360 -10.689 -18.242
H -8.931 -10.193 -16.673
H -9.671 -11.618 -17.568
H -8.170 -12.317 -15.647
H -7.025 -13.002 -18.406
H -8.505 -13.644 -17.646
H -6.685 -15.294 -18.591
H -7.316 -16.130 -17.298
H -5.557 -15.775 -17.283
H -6.264 -11.189 -17.364
H -6.725 -10.378 -16.050
*
```


ORCA calculation (the ωB97M-V functional and the def2-TZVPD basis) on a molecular structure, C20H35N2O2P2Pd at a distorted geometry.

Properties
Energy above the lowest of the compared OMol25 structures with the same formula, charge and spin = 0.817 eV
⟨S²⟩ = 2.0473
Gap between HOMO and LUMO (spin up / spin down) = 7.6 / 4.9 eV
HOMO (spin up / spin down) = -0.373 / -0.372 Ha
Calculated total energy = -1853.35473 Eh
LUMO (spin up / spin down) = -2.58 / -5.22 eV

```
! wB97M-V def2-TZVPD RIJCOSX def2/J DEFGRID3
* xyz 1 3
Pd 0.309 -0.508 -0.059
P -1.879 -0.144 -0.721
C -1.813 0.255 -2.442
C -0.564 0.698 -2.947
N 0.574 0.423 -2.221
C 1.769 0.884 -2.566
C 1.953 1.663 -3.705
C 0.839 1.963 -4.488
C -0.411 1.481 -4.133
C 2.946 0.577 -1.674
P 2.515 -0.855 -0.606
H -1.318 1.713 -4.687
H 2.958 2.005 -3.931
H 0.963 2.566 -5.389
H 3.825 0.315 -2.275
H 3.182 1.451 -1.041
H -1.762 -1.741 -3.859
H -2.710 0.541 -3.005
H -0.592 -3.624 -2.885
O -1.595 -2.696 -3.974
H -2.034 -2.968 -4.796
H 0.109 -2.160 -0.137
O -0.315 -3.948 -1.987
H 0.656 -3.906 -1.946
C 2.977 -2.274 -1.641
H 4.025 -2.148 -1.947
H 2.861 -3.188 -1.046
H 2.331 -2.343 -2.526
C 3.745 -0.806 0.714
H 3.635 -1.734 1.293
H 4.747 -0.746 0.267
H 3.559 0.055 1.368
C -2.669 1.210 0.204
H -3.666 1.392 -0.221
H -2.752 0.923 1.260
H -2.081 2.132 0.148
C -3.007 -1.536 -0.491
H -3.141 -1.660 0.594
H -3.957 -1.271 -0.980
H -2.555 -2.430 -0.942
C -1.700 -1.693 4.343
N -1.425 -0.429 3.703
C -2.194 0.667 4.238
C -0.093 -0.307 3.174
C 0.260 1.037 2.612
C 0.361 2.169 3.434
C 0.590 3.420 2.861
C 0.761 3.547 1.486
C 0.686 2.416 0.661
C 0.464 1.190 1.255
H -2.781 -1.776 4.516
H -1.192 -1.788 5.318
H -1.359 -2.514 3.701
H -1.792 1.083 5.182
H -2.327 1.499 3.530
H -3.191 0.258 4.485
H 0.667 -0.628 3.926
H -0.001 -1.071 2.374
H 0.226 2.053 4.514
H 0.627 4.300 3.500
H 0.955 4.514 1.033
H 0.799 2.492 -0.424
*
```


ORCA calculation (the ωB97M-V functional and the def2-TZVPD basis) on 6 unconnected molecules or ions with the total composition C20H35N3O4 at a distorted geometry.

Properties
Energy above the lowest of the compared OMol25 structures with the same formula, charge and spin = 4.510 eV
Gap between HOMO and LUMO = 8.8 eV
HOMO = -0.303 Ha
Calculated total energy = -1248.26590 Eh
LUMO = 0.53 eV

```
! wB97M-V def2-TZVPD RIJCOSX def2/J DEFGRID3
* xyz 0 1
C 0.409 -0.292 0.081
C -0.148 0.035 1.330
C -0.462 1.353 1.267
N -0.253 1.838 0.001
C 0.355 0.807 -0.723
H 0.827 -1.226 -0.271
H -0.265 -0.710 2.100
H -0.844 2.008 2.037
H -0.381 2.773 -0.339
H 0.571 1.001 -1.759
C -1.572 -4.479 2.829
C -1.619 -3.181 3.364
C -0.992 -3.186 4.595
N -0.670 -4.481 4.873
C -0.859 -5.242 3.747
H -1.934 -4.775 1.860
H -2.048 -2.336 2.847
H -0.899 -2.444 5.372
H -0.440 -4.963 5.721
H -0.639 -6.299 3.767
C -2.541 -2.947 -0.882
N -1.858 -1.938 -1.674
C -2.392 -1.445 -2.811
C -1.566 -0.392 -3.541
O -3.468 -1.775 -3.275
H -2.643 -2.619 0.150
H -1.986 -3.886 -0.939
H -3.516 -3.154 -1.316
H -1.007 -1.556 -1.294
H -0.537 -0.378 -3.170
H -1.991 0.603 -3.426
H -1.437 -0.615 -4.599
C 5.046 5.711 -1.445
C 4.224 4.447 -1.534
C 3.213 4.167 -0.452
O 4.498 3.606 -2.347
H 5.877 5.591 -2.142
H 5.468 5.911 -0.461
H 4.489 6.583 -1.793
H 3.004 5.040 0.168
H 3.637 3.399 0.195
H 2.250 3.874 -0.869
C 2.802 -5.337 2.113
C 2.335 -4.008 1.587
C 1.940 -2.915 2.569
O 2.317 -3.783 0.398
H 3.687 -5.180 2.738
H 3.088 -6.043 1.339
H 2.036 -5.792 2.745
H 2.859 -2.732 3.131
H 1.148 -3.148 3.282
H 1.554 -2.091 1.978
C -2.474 5.553 -1.853
C -2.392 4.292 -2.685
C -3.476 3.955 -3.642
O -1.459 3.534 -2.506
H -3.133 5.455 -0.989
H -2.815 6.435 -2.400
H -1.460 5.779 -1.522
H -3.554 2.867 -3.656
H -3.431 4.483 -4.593
H -4.471 4.244 -3.276
*
```